# 1
# C23H29N5O2

One molecule with the formula C23H29N5O2 in a non-equilibrium geometry (ωB97M-V with the def2-TZVPD basis set, the OMol25 dataset).

Results
- Frontier orbital gap: 9.68 eV
- SMILES: O=C(CCc1nnc(CCc2ccccc2)o1)N1CCCC[C@@H]1CCn1cccn1
- Energy relative to the best compared isomer or geometry (same formula, charge and spin): 59.41 kJ/mol
- Energy: -35867.77410 eV
- HOMO level: -8.8517 eV

XYZ file:
```
59
Properties=species:S:1:pos:R:3:forces:R:3
O 0.936 1.330 1.562 -0.4 0.1 0.2
C 1.933 1.559 0.896 0.5 0.2 0.0
C 2.314 3.004 0.564 -0.4 0.0 0.0
C 1.018 3.817 0.526 0.0 0.0 0.2
C 0.061 3.125 -0.374 0.3 -0.1 -0.4
N 0.344 2.352 -1.370 1.0 0.7 0.7
N -0.830 1.881 -1.851 -1.2 -0.4 -0.3
C -1.768 2.393 -1.128 0.2 -0.4 -0.6
C -3.227 2.177 -1.259 -0.1 0.3 0.3
C -3.864 1.826 0.096 0.0 -0.1 -0.2
C -3.313 0.538 0.646 -0.1 0.1 0.1
C -2.272 0.542 1.564 0.0 0.0 0.0
C -1.766 -0.647 2.062 0.0 -0.1 0.1
C -2.302 -1.856 1.653 0.0 -0.1 0.1
C -3.336 -1.870 0.731 -0.1 -0.1 0.0
C -3.833 -0.681 0.229 0.0 0.0 0.0
O -1.268 3.208 -0.171 -0.2 0.1 0.1
N 2.704 0.571 0.398 0.1 -0.1 0.2
C 3.942 0.770 -0.323 0.4 0.1 0.0
C 4.959 -0.312 0.044 -0.1 0.0 -0.3
C 4.381 -1.694 -0.231 0.0 0.1 0.3
C 3.106 -1.855 0.586 0.0 0.0 -0.2
C 2.096 -0.753 0.278 -0.3 -0.4 0.2
C 1.436 -0.888 -1.113 -0.2 -0.1 0.1
C -0.062 -1.182 -1.037 0.3 0.6 -0.1
N -0.342 -2.572 -0.795 -0.4 -0.5 -0.3
C -1.264 -3.326 -1.422 0.0 -0.2 0.0
C -1.220 -4.579 -0.852 -0.1 0.0 -0.1
C -0.225 -4.476 0.126 -0.2 0.0 -0.1
N 0.290 -3.260 0.148 0.5 0.3 0.5
H 2.780 3.054 -0.417 0.1 0.0 0.1
H 2.993 3.407 1.318 0.1 0.0 -0.1
H 1.208 4.832 0.168 0.0 0.0 0.1
H 0.566 3.871 1.517 0.1 0.0 -0.1
H -3.378 1.374 -1.980 0.1 0.1 0.0
H -3.686 3.090 -1.649 0.0 -0.1 -0.1
H -3.672 2.640 0.798 -0.1 0.0 0.0
H -4.943 1.738 -0.045 0.0 0.1 0.1
H -1.842 1.475 1.895 0.0 0.1 0.0
H -0.948 -0.620 2.765 0.1 0.0 0.1
H -1.911 -2.783 2.044 0.0 -0.1 0.0
H -3.755 -2.811 0.405 0.0 -0.1 0.0
H -4.643 -0.697 -0.488 -0.1 0.0 -0.1
H 4.362 1.741 -0.067 -0.1 0.0 -0.1
H 3.758 0.741 -1.405 0.0 0.1 0.0
H 5.871 -0.148 -0.533 0.0 0.1 0.0
H 5.205 -0.227 1.104 0.0 0.0 0.1
H 4.170 -1.796 -1.296 0.0 -0.1 -0.1
H 5.102 -2.466 0.044 0.0 0.0 -0.1
H 2.621 -2.812 0.398 0.0 0.1 0.1
H 3.360 -1.808 1.647 0.0 0.0 0.1
H 1.310 -0.792 1.037 0.2 0.0 -0.2
H 1.538 0.058 -1.646 0.0 0.0 0.0
H 1.922 -1.671 -1.696 0.0 0.0 -0.1
H -0.541 -0.907 -1.980 0.0 -0.1 0.1
H -0.509 -0.576 -0.243 0.0 -0.1 -0.1
H -1.872 -2.931 -2.210 -0.1 0.1 -0.1
H -1.810 -5.436 -1.103 -0.1 -0.1 -0.1
H 0.134 -5.227 0.801 0.1 -0.1 0.1
```
Positions in Å, forces in eV/Å.

# 2
# C23H29N8OS4SiTc

C23H29N8OS4SiTc as an isolated structure (ωB97M-V with the def2-TZVPD basis set, the OMol25 dataset).

Results
- Total charge: +1
- Frontier orbital gap (spin up / spin down): 7.00 / 5.26 eV
- Energy relative to the best compared isomer or geometry (same formula, charge and spin): 89.53 kJ/mol
- Energy: -91705.27250 eV
- HOMO level (spin up / spin down): -10.0088 / -9.9339 eV
- Spin multiplicity: 4

XYZ file:
```
67
Properties=species:S:1:pos:R:3:forces:R:3
Tc -0.165 -0.030 0.123 0.0 0.7 0.0
S -1.467 1.802 0.549 -0.2 -0.2 0.2
C -2.080 2.631 -0.917 0.2 0.1 -0.1
S -2.400 1.873 -2.397 -0.1 0.0 0.0
C -2.184 3.989 -0.694 0.0 0.1 0.0
C -1.767 4.597 0.533 0.0 0.1 0.0
N -1.396 5.084 1.510 0.0 -0.1 -0.1
C -2.632 4.861 -1.735 0.0 0.0 0.0
N -2.966 5.582 -2.567 0.0 -0.1 0.0
C -2.078 -2.926 1.530 0.0 0.0 0.0
C -1.115 -2.174 2.388 0.0 0.1 0.0
C -0.825 -2.538 3.685 0.0 0.0 0.0
C 0.096 -1.788 4.422 0.0 0.0 0.0
C 0.738 -0.699 3.874 0.0 0.0 0.0
C 0.411 -0.362 2.559 0.0 0.0 0.0
N -0.515 -1.082 1.877 -0.1 -0.2 0.0
N 0.896 0.610 1.729 0.1 -0.3 0.0
Si 1.618 2.143 2.318 -0.1 0.0 0.0
C 1.710 3.356 0.911 0.1 0.0 -0.1
C 3.337 1.744 2.932 0.1 0.0 0.0
C 0.531 2.800 3.668 -0.1 0.0 0.1
H -2.442 -3.808 2.050 0.0 0.0 0.0
H -1.605 -3.238 0.597 0.0 0.0 0.0
H -2.932 -2.296 1.279 0.0 0.0 0.0
H -1.314 -3.397 4.120 0.0 0.0 0.0
H 0.316 -2.075 5.443 0.0 0.0 0.0
H 1.466 -0.125 4.428 0.0 0.0 0.0
H 2.691 3.370 0.429 -0.1 0.0 0.0
H 1.518 4.356 1.310 0.0 0.0 0.0
H 0.939 3.178 0.160 0.0 0.1 0.0
H 3.921 1.199 2.184 0.0 0.0 0.0
H 3.339 1.158 3.854 0.0 0.0 0.0
H 3.869 2.676 3.143 0.0 0.0 0.0
H -0.429 3.115 3.250 0.0 0.0 0.0
H 0.994 3.684 4.114 0.0 0.0 0.0
H 0.342 2.084 4.470 0.0 0.0 0.0
C 3.030 -1.878 0.976 0.0 0.0 0.0
C 2.297 -2.155 -0.292 -0.1 0.1 0.1
N 1.093 -1.716 -0.582 0.1 -0.1 -0.1
C 0.642 -2.195 -1.804 0.0 0.0 0.1
C 1.533 -2.978 -2.454 0.0 0.0 -0.1
S 2.951 -3.141 -1.515 0.1 -0.1 -0.1
C -0.746 -1.884 -2.144 0.0 0.0 0.1
C -1.496 -2.347 -3.166 0.0 0.0 -0.1
S -3.126 -1.887 -2.938 0.0 0.0 -0.1
C -2.739 -1.077 -1.492 0.1 0.0 0.0
N -1.452 -1.133 -1.211 -0.1 -0.2 -0.1
C -3.815 -0.491 -0.647 0.0 -0.1 0.0
H 2.795 -0.879 1.339 0.0 0.0 0.0
H 4.106 -1.971 0.834 0.0 0.0 0.0
H 2.727 -2.597 1.741 0.0 0.0 0.0
H 1.420 -3.473 -3.405 0.0 0.0 0.0
H -1.189 -2.956 -4.000 0.0 0.0 0.0
H -4.491 -1.285 -0.320 0.0 0.0 0.0
H -4.383 0.241 -1.218 0.0 0.0 0.0
H -3.391 0.005 0.222 0.0 0.0 0.0
C 3.527 1.131 -1.158 0.0 0.0 0.0
N 2.666 1.974 -1.965 0.0 -0.1 0.0
C 1.333 1.843 -2.020 -0.2 0.1 -0.1
N 0.609 2.712 -2.708 0.1 0.0 0.0
O 0.771 0.856 -1.445 0.2 -0.1 0.0
H 4.297 1.741 -0.690 0.0 0.0 0.0
H 4.003 0.350 -1.755 0.0 0.0 0.0
H 2.932 0.672 -0.373 0.0 0.0 0.0
H 3.087 2.713 -2.502 0.0 0.0 0.0
H 1.021 3.502 -3.175 0.0 0.0 0.0
H -0.403 2.542 -2.780 0.0 0.0 0.0
```
Positions in Å, forces in eV/Å.

# 3
# C23H29NO3

One molecule with the formula C23H29NO3 (ωB97M-V with the def2-TZVPD basis set, the OMol25 dataset).

Results
- Frontier orbital gap: 8.64 eV
- SMILES: COc1ccc(CC2(CO)CCN(Cc3ccc4c(c3)CCO4)CC2)cc1
- Energy relative to the best compared isomer or geometry (same formula, charge and spin): 240.92 kJ/mol
- Energy: -31953.91235 eV
- HOMO level: -7.9132 eV

XYZ file:
```
56
Properties=species:S:1:pos:R:3:forces:R:3
C -2.255 -5.171 -1.150 -0.1 -0.1 -0.2
O -1.859 -4.472 0.003 0.0 0.3 0.3
C -2.234 -3.165 0.132 0.0 0.1 0.1
C -2.971 -2.448 -0.802 0.1 -0.4 -0.1
C -3.282 -1.119 -0.563 0.0 0.1 0.2
C -2.873 -0.470 0.593 -0.2 0.0 -0.1
C -3.174 0.981 0.817 0.2 0.1 0.0
C -2.077 1.950 0.299 -0.2 0.1 0.2
C -2.533 3.373 0.666 0.1 -0.1 -0.5
O -2.669 3.484 2.068 0.0 0.1 0.4
C -0.733 1.640 0.972 0.1 0.2 -0.2
C 0.447 2.355 0.304 0.0 0.0 0.3
N 0.542 2.115 -1.124 0.1 0.0 -0.1
C 0.958 0.762 -1.467 0.0 0.1 -0.1
C 2.325 0.462 -0.915 -0.1 -0.1 0.0
C 3.387 1.311 -1.205 0.0 -0.1 0.0
C 4.662 1.078 -0.716 0.2 -0.1 0.1
C 4.855 -0.040 0.074 -0.6 -0.2 0.0
C 3.801 -0.900 0.375 0.4 0.1 0.0
C 2.537 -0.655 -0.111 0.1 0.2 -0.1
C 4.328 -2.004 1.246 0.0 0.0 0.0
C 5.817 -1.622 1.374 0.1 -0.5 0.3
O 6.035 -0.421 0.631 0.1 0.4 -0.2
C -0.686 2.523 -1.773 -0.2 0.0 -0.1
C -1.938 1.823 -1.225 0.3 0.2 0.1
C -2.161 -1.210 1.535 -0.1 -0.1 -0.1
C -1.840 -2.531 1.311 0.0 -0.2 -0.1
H -1.837 -4.723 -2.058 0.0 0.0 0.0
H -1.860 -6.179 -1.034 0.0 0.1 -0.1
H -3.346 -5.219 -1.237 0.0 0.0 0.0
H -3.311 -2.909 -1.717 0.0 -0.1 -0.1
H -3.869 -0.585 -1.297 0.0 0.1 -0.1
H -3.290 1.172 1.885 -0.1 0.0 0.0
H -4.111 1.238 0.318 -0.1 0.1 0.0
H -3.496 3.579 0.175 0.1 -0.1 0.0
H -1.803 4.107 0.300 -0.1 0.0 0.0
H -2.929 4.384 2.283 0.0 -0.1 0.0
H -0.552 0.566 0.927 0.0 0.0 0.1
H -0.789 1.932 2.021 0.0 -0.1 0.1
H 1.381 2.030 0.769 0.0 0.1 0.0
H 0.364 3.437 0.444 0.0 0.0 0.1
H 0.252 -0.011 -1.122 0.0 0.0 -0.1
H 0.996 0.712 -2.562 -0.1 -0.1 0.1
H 3.197 2.178 -1.818 0.0 0.1 -0.1
H 5.483 1.739 -0.941 0.1 0.1 0.0
H 1.720 -1.322 0.128 -0.2 -0.1 0.0
H 4.199 -2.982 0.778 0.0 0.0 0.1
H 3.829 -2.025 2.216 0.0 0.0 0.0
H 6.107 -1.430 2.412 0.0 0.0 -0.1
H 6.479 -2.392 0.966 -0.1 0.1 0.1
H -0.597 2.323 -2.844 0.0 0.1 0.0
H -0.776 3.606 -1.645 0.0 0.0 -0.1
H -2.824 2.233 -1.715 -0.1 0.0 -0.1
H -1.877 0.763 -1.479 -0.1 0.0 0.0
H -1.862 -0.743 2.462 0.0 0.1 0.1
H -1.286 -3.103 2.039 0.1 -0.1 0.1
```
Positions in Å, forces in eV/Å.